# H26O13

A cluster of 13 separate species, H26O13 in total (ωB97M-V with the def2-TZVPD basis set, the OMol25 dataset).

XYZ file:
```
39
Properties=species:S:1:pos:R:3:forces:R:3:mulliken_charge:R:1
O -10.84321 1.78450 10.15172 -0.2060 0.1518 -0.2493 -0.664
H -10.89170 2.75069 10.09133 0.1057 0.1202 0.2503 0.364
H -11.49775 1.54914 10.81575 0.1403 -0.0451 0.1253 0.275
O -9.20480 5.60997 5.22881 -0.4396 -0.0264 0.1478 -0.687
H -8.90636 5.01850 4.52581 0.2757 -0.0217 0.3340 0.292
H -10.17483 5.51035 5.21482 0.0426 0.3217 -0.3961 0.341
O -10.73988 4.89990 10.34087 -0.1526 -0.2511 -0.2007 -0.645
H -10.37157 4.95451 9.44794 0.0057 0.1448 -0.0299 0.294
H -10.63071 5.78116 10.70545 0.0310 -0.0362 0.0711 0.297
O -12.97388 2.94691 8.14808 0.2728 -0.0865 -0.0929 -0.706
H -13.21589 2.31008 8.82604 -0.0366 -0.0438 -0.0599 0.312
H -11.99455 2.88922 8.09158 -0.1919 0.1844 0.1190 0.431
O -8.83348 3.04166 4.01477 -0.1769 -0.0338 -0.1305 -0.566
H -9.54411 3.26283 3.40156 -0.0575 -0.1471 0.0140 0.304
H -8.47699 2.21469 3.67403 0.1313 0.0722 -0.0112 0.255
O -9.04793 6.09234 8.02355 -0.2673 0.3232 -0.0328 -0.563
H -9.15019 6.02206 7.05907 0.2778 -0.1997 -0.0385 0.341
H -8.97218 7.03552 8.19773 0.0558 -0.0279 0.0610 0.256
O -5.89472 3.35028 6.39267 -0.0575 -0.1584 -0.1508 -0.626
H -6.76434 3.11928 6.74408 0.0067 0.3092 -0.0082 0.396
H -5.98071 4.26967 6.12515 0.0230 0.0267 0.0757 0.328
O -7.74562 4.02784 9.41049 0.0806 0.1298 -0.1348 -0.643
H -8.23901 4.74834 8.97609 0.2985 -0.2160 0.0361 0.416
H -8.26521 3.24298 9.22587 -0.1259 -0.0073 0.1281 0.196
O -12.80800 2.56843 5.43627 0.1255 0.1409 0.0027 -0.678
H -13.68853 2.48861 5.05865 -0.0085 -0.0036 0.0032 0.287
H -12.96044 2.67967 6.40338 -0.0767 -0.0893 -0.1860 0.443
O -10.28760 3.28465 7.58110 -0.0513 -0.2297 -0.0704 -0.357
H -9.65692 2.54393 7.51693 -0.1155 0.2899 0.1092 0.216
H -10.27226 3.68695 6.70445 0.1124 0.0567 0.0563 0.122
O -8.07810 1.64362 7.33522 0.2473 -0.2455 -0.2698 -0.590
H -8.13129 1.15952 6.50211 -0.0284 -0.0209 0.0649 0.204
H -7.19213 1.45396 7.66817 -0.0264 0.0010 0.0342 0.274
O -8.23713 0.59733 10.30658 -0.1978 -0.0291 0.0819 -0.611
H -9.07011 1.07299 10.14173 0.0608 -0.1658 0.1555 0.420
H -7.62914 0.91059 9.63869 0.0956 0.0376 0.0233 0.267
O -11.98488 5.24247 4.59240 0.3668 -0.1569 -0.0028 -0.669
H -12.00873 4.28194 4.74140 -0.5510 -0.1486 0.1632 0.363
H -12.27462 5.36677 3.68411 0.0113 0.0804 0.0078 0.310
```
Positions in Å, forces in eV/Å.

The value obtained for the total energy is -993.7339 a.u. Its HOMO-LUMO gap is 0.372 Eh.

***

# H26O13

A cluster of 13 separate species, H26O13 in total in a non-equilibrium geometry (ωB97M-V with the def2-TZVPD basis set, the OMol25 dataset).

XYZ file:
```
39
Properties=species:S:1:pos:R:3:forces:R:3:mulliken_charge:R:1
H 0.75660 0.59380 -0.55593 0.0276 -0.1329 -0.0708 0.283
H -0.12856 0.36707 0.65861 0.2293 -0.1441 -0.0231 0.296
H 4.36667 1.80158 0.61336 0.1001 -0.0311 0.0587 0.316
H 4.33374 3.23676 1.11258 0.1183 -0.0249 0.0393 0.316
H 3.75705 -2.94372 -0.52916 -0.0723 0.0093 -0.0346 0.259
H 2.60466 -3.53817 -1.32205 -0.0138 0.2207 -0.1271 0.305
H -1.80050 -2.19048 0.80306 -0.6366 -0.6781 -0.8830 0.365
H -2.63347 -3.43068 1.08250 0.0793 0.2398 -0.1182 0.272
H -1.36377 4.31637 1.07637 -0.0880 0.1685 -0.0989 0.302
H -2.66996 3.54471 0.98448 -0.0779 0.0020 -0.1077 0.334
H 0.63322 5.19394 -2.66050 0.0426 0.0847 0.0403 0.321
H 1.80546 4.39961 -2.10829 0.0338 0.1081 -0.0555 0.302
H -0.26355 -3.00373 2.89487 0.0532 0.1385 0.2298 0.244
H -0.74093 -1.83173 2.05311 0.3776 0.0121 0.1914 0.224
H -1.51220 1.39446 1.14310 -0.2980 0.2360 -0.1794 0.259
H -1.04283 2.13579 2.38414 -0.0596 0.0050 0.0907 0.288
H -1.37238 -0.18648 3.71470 -0.2192 0.2113 -0.0506 0.270
H -1.75546 -0.98396 4.95055 -0.1320 0.0414 0.0293 0.301
H 0.01991 -4.04528 -0.73057 0.0218 0.0478 -0.1310 0.208
H 0.35319 -3.87600 0.74263 0.1040 0.2211 -0.3133 0.265
H 2.49714 -2.01540 -3.93584 0.0947 -0.0755 0.1681 0.295
H 1.24582 -2.48765 -3.21389 0.0433 0.0054 0.1481 0.320
H -3.84551 1.19322 0.67772 -0.0578 -0.1408 0.0279 0.298
H -4.97806 1.27528 -0.33254 0.0926 -0.0497 -0.0619 0.311
H 0.55606 1.25799 -4.24288 0.0591 -0.0388 -0.0120 0.316
H 1.11387 -0.03408 -4.81684 -0.0028 0.0955 -0.0161 0.311
O 0.39463 -0.10474 0.00085 -0.1137 0.2501 0.1420 -0.560
O 4.83673 2.41788 1.18626 -0.2178 0.0465 -0.0984 -0.632
O 2.79696 -2.91763 -0.61006 0.3050 -0.1307 0.2537 -0.537
O -2.22729 -2.93428 0.36306 -3.5651 0.9253 -0.6277 -0.593
O -2.05647 4.06615 0.45465 0.2023 -0.0847 0.1392 -0.623
O 1.51134 5.30165 -2.27801 -0.0827 -0.1995 0.0233 -0.623
O -0.73318 -2.79518 2.07943 0.8391 0.3637 3.0609 -0.588
O -1.68103 1.47679 2.08846 0.2384 -0.1857 -0.0881 -0.571
O -2.08188 -0.29785 4.35750 0.2609 -0.2066 0.1072 -0.575
O -0.14950 -3.47264 0.02598 2.6081 -1.4472 -1.5544 -0.428
O 2.10525 -2.79402 -3.52455 -0.1689 0.0282 -0.2832 -0.609
O -4.02308 1.16136 -0.26909 -0.0154 0.1857 0.1751 -0.613
O 1.37128 0.74928 -4.31777 -0.1095 -0.0765 0.0100 -0.629
```
Positions in Å, forces in eV/Å.

The value obtained for the total energy is -993.5738 a.u. Its HOMO-LUMO gap is 0.300 Eh.

***

# H26O13

A cluster of 13 separate species, H26O13 in total in a non-equilibrium geometry (ωB97M-V with the def2-TZVPD basis set, the OMol25 dataset).

XYZ file:
```
39
Properties=species:S:1:pos:R:3:forces:R:3:mulliken_charge:R:1
H -0.43928 0.77137 -0.11446 -0.2878 -0.1415 -0.3082 0.241
H 0.56120 -0.33785 -0.39502 0.0639 0.3305 -0.0602 0.232
H 2.85486 0.41265 -1.75042 0.1225 0.1853 -0.1149 0.255
H 1.68094 0.49373 -2.71238 0.2633 -0.2654 0.5078 0.250
H 0.73342 -2.14634 -0.37276 -0.0118 -0.2895 -0.0633 0.205
H 1.87476 -2.86730 -1.07106 -0.0352 -0.0847 0.0663 0.330
H -0.34116 -2.93406 3.02971 0.0068 0.0581 0.0712 0.316
H -1.21889 -3.98041 2.36280 0.0264 0.0073 0.2839 0.320
H 1.33577 0.15304 -5.17214 0.0417 0.0365 -0.2015 0.331
H 1.52801 1.25100 -4.13891 0.2604 0.5085 -0.3127 0.311
H -0.57135 0.88694 -2.98700 -0.1563 0.0183 0.4082 0.286
H -1.61177 1.62097 -3.81693 -0.0812 0.0614 0.0717 0.303
H -0.95928 -3.28731 0.76048 -0.1130 -0.0029 -0.3335 0.456
H -1.92207 -4.45948 0.66499 -0.1550 0.0733 -0.3862 0.256
H -1.04876 1.95241 1.15750 0.2561 0.1141 -0.1504 0.216
H -2.23058 2.44416 1.97697 0.0834 -0.0076 -0.2762 0.407
H 3.97610 -2.22773 -2.60015 0.1283 0.0037 -0.0872 0.292
H 4.90408 -2.46643 -3.77994 0.0537 0.0403 0.0595 0.323
H -3.43630 3.26412 0.53406 -0.0691 -0.0039 0.2847 0.364
H -4.18271 2.29563 1.43680 -0.2049 0.1716 -0.0402 0.332
H 0.11879 3.02418 3.39349 0.1452 0.1123 -0.0422 0.309
H -0.29373 3.40471 1.98102 -0.1968 0.6474 0.0206 0.318
H 1.39658 0.73923 3.26089 0.1801 -0.2245 -0.0738 0.250
H 0.65666 1.28075 2.04874 0.5586 0.1193 0.2536 0.322
H -1.86136 -0.09462 4.25484 -0.1022 0.0662 -0.0465 0.294
H -2.17540 -0.93342 3.02690 -0.0383 -0.0946 -0.1008 0.300
O 0.26622 0.51985 -0.72110 -0.8853 -0.3054 0.8217 -0.407
O 2.15465 1.00503 -2.04667 0.8384 0.0344 -0.6145 -0.541
O 0.91294 -2.80860 -1.04964 0.3491 0.3020 -0.0640 -0.583
O -1.12773 -3.02816 2.48067 0.2052 0.3817 0.9702 -0.682
O 1.89641 0.90805 -4.96089 -0.3228 -0.3094 0.0124 -0.624
O -1.38159 1.40276 -2.90677 0.0282 -0.0112 -0.4054 -0.584
O -1.25291 -3.98268 0.16112 -0.2181 -0.5921 -0.4526 -0.644
O -1.81030 2.54169 1.11509 4.1270 -1.8059 -0.5161 -0.624
O 4.90863 -2.31320 -2.82837 -0.2018 -0.0313 -0.0046 -0.620
O -3.69607 3.12746 1.45212 -4.7160 1.3858 0.5374 -0.709
O 0.45929 3.09083 2.49426 -1.7049 2.9285 0.0126 -0.628
O 1.51508 1.30082 2.48658 1.5675 -3.4365 0.2024 -0.585
O -2.17316 -0.02379 3.34558 0.1946 0.0196 0.0707 -0.586
```
Positions in Å, forces in eV/Å.

The value obtained for the total energy is -993.5230 a.u. Its HOMO-LUMO gap is 0.338 Eh.

***

# H26O13

A cluster of 13 separate species, H26O13 in total in a non-equilibrium geometry (ωB97M-V with the def2-TZVPD basis set, the OMol25 dataset).

XYZ file:
```
39
Properties=species:S:1:pos:R:3:forces:R:3:mulliken_charge:R:1
O 1.00043 2.03218 -1.69339 0.5541 2.6015 1.4058 -0.588
H 1.91364 2.30299 -1.83610 0.1204 0.6222 0.1070 0.322
H 1.00203 1.27474 -2.19225 -0.2665 -3.1473 -1.8466 0.221
O -2.44581 0.39591 2.44385 -0.1883 0.7066 0.3354 -0.623
H -2.88794 1.21314 2.75344 0.3408 -0.7018 -0.2945 0.310
H -2.63749 0.36390 1.50114 -0.1035 -0.0086 -0.0769 0.323
O -0.34934 2.34548 1.15490 0.1041 -0.4068 0.7403 -0.681
H -0.40806 2.29817 2.11709 -0.1297 0.5132 0.0783 0.312
H -0.49417 1.40166 0.96601 -0.1079 0.0467 -0.5704 0.380
O 2.67229 -2.05071 2.26624 -0.8053 0.5450 -0.3540 -0.694
H 2.52878 -1.22940 1.74480 -0.5796 -0.4621 0.5120 0.392
H 3.61288 -2.06438 2.27134 1.3022 -0.6164 0.4460 0.293
O -0.97097 -2.51796 -2.59558 -0.0242 0.3016 -1.2992 -0.636
H -0.03748 -2.69216 -2.74397 -0.2099 -0.1016 0.4005 0.272
H -1.13794 -2.31689 -1.67455 0.0685 -0.2236 0.8454 0.385
O -0.36307 -0.05785 -0.17708 1.1146 -0.8542 1.1936 -0.042
H 0.61882 0.03382 -0.13383 -0.9628 -0.2122 -0.0604 0.149
H -0.69486 0.50852 -0.85228 -0.6372 0.6341 -0.7588 0.288
O 2.42589 2.55127 0.68480 1.7316 -0.3421 -1.0661 -0.775
H 1.64078 2.46109 0.14850 -0.9260 0.1560 0.0071 0.372
H 2.13594 2.53917 1.57286 -0.7599 0.3962 1.3909 0.322
O -2.50715 3.54944 -1.80725 0.3200 -0.4369 -0.2552 -0.618
H -3.16980 3.48784 -2.48638 -0.9132 0.6538 -0.3384 0.282
H -2.05298 2.72600 -2.05479 0.4072 0.1834 0.7126 0.419
O 2.21238 -0.15785 0.54610 -1.2949 -1.2623 -0.0606 -0.744
H 2.50475 0.68972 0.80439 0.4934 2.6362 0.4091 0.347
H 2.97224 -0.54583 0.16780 1.3174 -0.8228 -1.1360 0.334
O -0.32238 -2.03250 2.17895 1.3219 -0.3145 0.3798 -0.592
H -0.38273 -1.08668 2.22157 -0.8931 1.0068 -0.0240 0.213
H 0.62830 -2.09262 2.40075 -0.4688 -0.7531 0.0252 0.353
O -2.23484 -2.31315 0.03352 -0.6536 1.5546 -1.3457 -0.736
H -1.74869 -1.57524 0.40858 0.3073 0.3465 -0.2204 0.295
H -2.01638 -2.96733 0.65045 0.4559 -1.8862 1.3273 0.288
O 1.10412 -3.25362 -0.36074 -0.1235 -0.1890 -2.5141 -0.630
H 1.37519 -2.58401 -1.02632 -0.2688 -0.6060 1.0362 0.239
H 1.37081 -2.95259 0.48168 0.5036 0.7224 1.4858 0.333
O -1.69134 0.97970 -2.29835 -1.5728 -0.1768 -0.3015 -0.628
H -2.30765 0.49874 -2.88437 0.2523 0.0867 0.5913 0.273
H -0.85817 0.83729 -2.70150 1.1744 -0.1892 -0.9068 0.269
```
Positions in Å, forces in eV/Å.

The value obtained for the total energy is -993.6796 a.u. Its HOMO-LUMO gap is 0.376 Eh.

***

Calculated values (kcal/mol) of energy above the lowest of the compared OMol25 structures with the same formula, charge and spin for the records, taken in order: 24.66 125.17 157.02 58.74.